Entry 1:
This record from the OMol25 dataset describes a 3-piece molecular cluster, C5H12O2 overall. The level of theory is the ωB97M-V functional and the def2-TZVPD basis.

```
! wB97M-V def2-TZVPD RIJCOSX def2/J DEFGRID3
* xyz 0 1
C 1.861 -1.595 -0.977
C 2.190 -0.341 -0.735
C 1.595 0.356 0.364
C 0.775 -0.375 1.076
C 0.016 0.116 2.266
H 1.937 -1.984 -2.069
H 1.427 -2.410 -0.236
H 2.696 0.227 -1.623
H 1.520 1.512 0.497
H 0.743 -1.476 1.032
H 0.660 -0.018 3.175
H -0.850 -0.395 2.396
H -0.366 1.215 2.295
O -2.592 -0.436 -1.567
H -2.043 -0.215 -0.914
H -3.230 0.288 -1.520
O -2.355 1.778 -0.971
H -2.571 2.132 -1.772
H -1.411 1.620 -0.717
*
```

- SMILES string: C=C/C=C/C.O.O

Entry 2:
This record from the OMol25 dataset describes C2H4BrCl2N2O6V as an isolated structure. The level of theory is the ωB97M-V functional and the def2-TZVPD basis.

```
! wB97M-V def2-TZVPD RIJCOSX def2/J DEFGRID3
* xyz 0 3
V 1.755 0.002 -0.952
N 2.520 -2.048 0.506
O 2.751 -1.956 -0.741
O 3.006 -2.858 1.235
O 1.762 -1.092 0.911
N 0.566 -0.625 -3.212
O 0.036 -0.428 -2.046
O -0.043 -0.952 -4.183
O 1.823 -0.481 -3.100
Br 3.475 1.668 -0.599
Cl -0.363 0.886 0.532
C -1.502 1.089 1.855
C -2.937 1.007 1.383
Cl -3.440 2.499 0.543
H -1.324 2.002 2.417
H -1.367 0.272 2.567
H -3.628 0.827 2.204
H -3.090 0.188 0.682
*
```

Entry 3:
This record from the OMol25 dataset describes the molecule C5H7NS2. The level of theory is the ωB97M-V functional and the def2-TZVPD basis.

```
! wB97M-V def2-TZVPD RIJCOSX def2/J DEFGRID3
* xyz 0 1
S 2.807 0.062 -0.471
C 1.679 -0.321 0.881
C 0.248 -0.345 0.355
N -0.466 -1.382 0.152
S -2.108 -0.977 -0.320
C -1.871 0.673 0.298
C -1.345 2.110 -0.017
C -0.438 0.882 -0.137
H 3.868 0.235 0.273
H 1.977 -1.251 1.346
H 1.736 0.539 1.570
H -1.995 0.587 1.362
H -1.325 2.723 0.921
H -1.423 2.724 -0.897
H -0.408 0.773 -1.271
*
```

- SMILES string: SCC1=NS[C@@H]2C[C@@H]12

Entry 4:
This record from the OMol25 dataset describes the molecule C6H6. The level of theory is the ωB97M-V functional and the def2-TZVPD basis.

```
! wB97M-V def2-TZVPD RIJCOSX def2/J DEFGRID3
* xyz 0 1
C 1.594 -0.477 2.519
C 1.170 -0.273 1.373
C 0.515 -0.128 0.126
C 0.470 -0.561 -1.134
C -0.918 0.100 -1.438
C -0.871 0.594 0.039
H 2.213 -0.454 3.360
H 1.007 -1.113 -1.955
H -1.690 -0.595 -1.640
H -0.877 0.840 -2.318
H -1.694 0.303 0.831
H -0.918 1.764 0.235
*
```

- SMILES string: C#CC1=CCC1

Entry 5:
This record from the OMol25 dataset describes C45H38ClF3N7O5P2S2Se2W as an isolated structure. The level of theory is the ωB97M-V functional and the def2-TZVPD basis.

```
! wB97M-V def2-TZVPD RIJCOSX def2/J DEFGRID3
* xyz 1 3
W 0.533 0.031 -0.438
Cl 3.481 -1.952 0.324
C 2.690 -3.406 0.826
C 3.341 -4.229 1.726
C 2.755 -5.435 2.076
C 1.542 -5.802 1.517
C 0.892 -4.951 0.638
C 1.447 -3.721 0.278
P 0.547 -2.597 -0.868
C -1.111 -3.333 -0.792
C -1.995 -2.973 0.217
C -3.243 -3.573 0.301
C -3.609 -4.548 -0.612
C -2.719 -4.935 -1.604
C -1.478 -4.330 -1.697
C 1.213 -3.048 -2.499
C 2.494 -3.585 -2.617
C 3.029 -3.851 -3.870
C 2.290 -3.590 -5.015
C 1.006 -3.072 -4.904
C 0.470 -2.799 -3.655
H 4.298 -3.930 2.130
H 3.254 -6.089 2.779
H 1.094 -6.754 1.768
H -0.064 -5.247 0.230
H -1.705 -2.248 0.963
H -3.928 -3.270 1.081
H -4.584 -5.013 -0.548
H -2.992 -5.707 -2.311
H -0.799 -4.640 -2.479
H 3.078 -3.809 -1.735
H 4.024 -4.271 -3.949
H 2.707 -3.805 -5.990
H 0.411 -2.887 -5.789
H -0.540 -2.428 -3.578
Se 0.437 -0.865 1.786
P -3.095 1.015 2.491
Se -1.971 0.606 0.473
C -2.348 2.646 2.808
C -2.010 2.867 4.145
C -1.385 4.045 4.533
C -1.073 5.004 3.583
C -1.408 4.797 2.250
C -2.047 3.631 1.866
C -4.714 1.300 1.745
C -5.747 0.586 2.351
C -7.063 0.776 1.947
C -7.348 1.673 0.933
C -6.320 2.374 0.307
C -5.012 2.188 0.708
H -2.241 2.111 4.887
H -1.141 4.209 5.574
H -0.571 5.916 3.879
H -1.166 5.545 1.505
H -2.301 3.495 0.822
H -5.522 -0.115 3.146
H -7.860 0.225 2.428
H -8.372 1.829 0.621
H -6.546 3.069 -0.491
H -4.223 2.735 0.209
N 3.754 0.976 6.436
C 3.328 1.296 5.180
C 4.253 1.401 4.125
C 3.830 1.720 2.859
C 2.474 1.954 2.628
C 1.545 1.868 3.660
C 1.974 1.550 4.931
S 1.944 2.242 1.021
O 2.484 3.463 0.498
O 0.475 2.117 0.954
N 2.364 0.908 0.163
C 3.041 0.757 -1.011
N 2.254 0.001 -1.818
C 2.691 -0.282 -3.040
C 3.937 0.171 -3.442
C 4.676 0.907 -2.529
N 4.241 1.216 -1.303
H 4.697 0.666 6.582
H 3.085 0.752 7.149
H 5.303 1.219 4.316
H 4.541 1.780 2.043
H 0.496 2.042 3.459
H 1.257 1.473 5.739
H 2.047 -0.866 -3.682
H 4.308 -0.051 -4.430
H 5.663 1.275 -2.783
F -1.463 -0.852 -5.286
C -1.289 0.100 -4.373
F -1.907 1.219 -4.799
F 0.021 0.382 -4.303
S -2.140 -0.370 -2.720
O -2.574 -1.728 -2.984
O -2.987 -0.361 -0.394
O -0.710 -0.396 -1.930
N 2.091 5.133 -2.658
C 1.040 4.310 -2.417
C 1.273 2.975 -2.007
N 0.296 2.138 -1.745
C -0.952 2.589 -1.996
C -1.169 3.882 -2.408
N -0.188 4.768 -2.586
H 2.999 4.895 -2.301
H 1.885 6.104 -2.816
H 2.297 2.659 -1.894
H -1.784 1.911 -1.910
H -2.181 4.225 -2.586
*
```

Entry 6:
This record from the OMol25 dataset describes a 2-piece molecular cluster, C17H13N4O8S overall. The level of theory is the ωB97M-V functional and the def2-TZVPD basis.

```
! wB97M-V def2-TZVPD RIJCOSX def2/J DEFGRID3
* xyz -1 1
N -5.118 4.368 -3.574
C -4.237 4.127 -2.844
C -3.166 3.832 -1.944
C -3.294 3.649 -0.564
C -2.150 3.404 0.254
N -2.326 3.263 1.668
O -3.492 3.278 2.129
O -1.311 3.132 2.390
C -0.860 3.315 -0.299
C -0.752 3.502 -1.667
N 0.382 3.685 -2.473
O 1.576 3.637 -2.256
O -0.118 4.026 -3.781
N -1.517 4.059 -3.789
C -1.854 3.756 -2.511
H -4.279 3.689 -0.106
H 0.024 3.114 0.297
C 5.187 0.562 1.295
C 4.159 0.182 0.256
O 3.053 -0.465 0.910
C 1.908 -0.485 0.160
C 1.010 -1.454 0.735
S -0.386 -1.906 -0.117
C -0.648 -3.589 0.508
C -0.047 -4.664 -0.153
C -0.130 -5.946 0.394
C -0.845 -6.166 1.578
C -1.480 -5.090 2.208
C -1.394 -3.801 1.670
O -1.529 -1.127 0.294
O -0.104 -2.100 -1.516
O 1.713 0.225 -0.823
H 6.055 0.962 0.768
H 4.792 1.341 1.956
H 5.506 -0.288 1.909
H 3.800 1.075 -0.268
H 4.583 -0.526 -0.470
H 1.255 -1.932 1.676
H 0.495 -4.496 -1.083
H 0.376 -6.772 -0.108
H -0.899 -7.169 2.010
H -2.041 -5.245 3.131
H -1.895 -2.963 2.152
*
```

Entry 7:
This record from the OMol25 dataset describes the molecule C21H28N2O3S. The level of theory is the ωB97M-V functional and the def2-TZVPD basis.

```
! wB97M-V def2-TZVPD RIJCOSX def2/J DEFGRID3
* xyz 0 1
C -0.301 -0.126 2.525
C 1.216 -0.242 2.711
C 1.649 0.457 3.998
C 1.608 -1.699 2.654
C 1.712 -2.488 3.787
C 2.048 -3.829 3.706
C 2.285 -4.400 2.472
C 2.181 -3.637 1.321
C 1.838 -2.295 1.404
O 1.703 -1.472 0.313
C 1.947 -1.997 -0.968
C 1.714 -0.932 -2.041
O 1.883 -1.178 -3.215
N 1.338 0.268 -1.560
C 0.945 1.339 -2.435
C -0.586 1.499 -2.624
C -1.285 0.170 -2.653
C -1.846 -0.417 -3.746
C -2.416 -1.681 -3.478
C -2.289 -2.044 -2.179
S -1.467 -0.849 -1.259
N -1.132 2.496 -1.711
C -2.517 2.825 -2.005
C -2.907 4.070 -1.208
O -2.746 3.865 0.175
C -1.415 3.512 0.464
C -0.992 2.247 -0.288
H -0.608 0.917 2.535
H -0.815 -0.647 3.331
H -0.604 -0.571 1.581
H 1.708 0.262 1.871
H 2.702 0.271 4.201
H 1.501 1.530 3.900
H 1.063 0.116 4.847
H 1.530 -2.051 4.757
H 2.124 -4.422 4.605
H 2.551 -5.444 2.394
H 2.369 -4.102 0.366
H 1.274 -2.835 -1.193
H 2.982 -2.352 -1.067
H 1.152 0.330 -0.570
H 1.350 2.288 -2.074
H 1.386 1.101 -3.406
H -0.725 1.937 -3.622
H -1.844 0.037 -4.721
H -2.896 -2.288 -4.224
H -2.628 -2.937 -1.692
H -2.616 3.031 -3.073
H -3.200 2.000 -1.740
H -3.960 4.314 -1.362
H -2.282 4.915 -1.535
H -1.368 3.353 1.543
H -0.742 4.338 0.186
H 0.050 2.035 -0.051
H -1.621 1.409 0.054
*
```

- SMILES string: CC(C)c1ccccc1OCC(=O)NC[C@@H](c1cccs1)N1CCOCC1

Molecular weight
In order: 104.149 353.816 145.252 78.114 1317.132 433.378 388.533
Unit: u
Relative energy (zero: lowest compared OMol25 entry of this formula, charge and spin)
In order: 441.4 35.0 360.9 412.6 456.1 0.0 200.0
Unit: kJ/mol